Computed, not measured: C27H31N5O3 in the gas phase, with ωB97M-V with the def2-TZVPD basis set.

Each line ends with the natural charge from an NBO analysis.
CARTESIAN COORDINATES (ANGSTROEM)
H 0.774 3.025 -2.669  0.216
C 0.658 3.712 1.717  -0.206
H -3.729 -1.488 -1.317  0.200
C 5.407 -1.767 0.829  -0.165
O -0.195 -1.423 -1.395  -0.695
C -2.908 0.852 -1.295  -0.255
N -2.030 -2.581 0.439  -0.637
H -5.120 -1.573 1.399  0.201
C 1.276 1.481 1.115  -0.229
H -1.251 1.625 -0.163  0.172
C -3.061 -2.174 1.365  -0.224
H -4.783 -2.907 0.294  0.217
C 0.823 4.100 0.400  -0.192
C 1.825 0.842 -1.253  -0.271
H 1.044 4.677 -2.104  0.224
C 0.735 -2.057 -0.886  0.592
H 0.637 5.127 0.120  0.210
H -4.757 0.689 1.460  0.203
C 4.691 0.806 -0.122  -0.264
C 6.286 -0.709 0.894  -0.234
C -4.325 1.170 0.582  -0.252
H -1.048 -3.651 -1.823  0.235
C 2.670 -3.717 0.291  0.008
H -4.014 3.095 1.536  0.192
H 4.419 1.790 -0.469  0.224
C -0.661 -4.058 -0.885  -0.312
C 1.213 3.193 -0.576  -0.043
H 5.680 -2.745 1.194  0.216
H 7.269 -0.855 1.315  0.217
H 1.441 0.452 1.401  0.214
C 1.446 1.866 -0.208  0.042
H 2.409 3.583 -2.315  0.216
H -1.656 -1.867 -0.176  0.432
C 4.147 -1.545 0.279  -0.125
N 0.592 -3.395 -0.581  -0.199
C -4.275 -0.987 -0.514  -0.218
H -3.161 -2.962 2.115  0.227
C 0.885 2.396 2.076  -0.213
H 3.357 -4.419 0.736  0.209
H -0.457 -5.124 -0.978  0.251
C 3.798 -0.258 -0.200  0.238
H 0.915 0.467 -1.733  0.268
H -5.145 1.570 -0.042  0.169
H -2.260 0.134 -1.802  0.219
N -3.527 0.204 -0.151  -0.459
H -1.623 2.565 -1.639  0.186
C -4.407 -1.953 0.666  -0.413
H 0.348 4.433 2.457  0.215
C -1.724 -3.867 0.217  0.665
C -2.056 2.019 -0.800  -0.069
H -2.742 -1.245 1.840  0.205
H 6.646 1.365 0.502  0.217
O -2.818 2.954 -0.074  -0.527
H -5.279 -0.739 -0.902  0.176
N 2.522 -0.289 -0.702  -0.345
O -2.207 -4.807 0.810  -0.619
C 3.002 -2.368 0.057  -0.048
H -3.663 1.227 -2.009  0.164
H 2.461 1.299 -2.019  0.211
C 2.032 -1.550 -0.541  0.084
H 0.755 2.078 3.100  0.215
H -2.655 1.943 1.710  0.166
C 1.368 3.645 -1.998  -0.635
N 1.508 -4.188 -0.028  -0.207
C -3.429 2.327 1.027  -0.071
C 5.930 0.559 0.427  -0.187

Computed properties:
Energy relative to the best compared isomer or geometry (same formula, charge and spin): 0.0 kJ/mol
Charge: 0
Spin multiplicity: 1
Lowest unoccupied orbital energy: 0.0037 Eh
SMILES: Cc1ccccc1Cn1c2ccccc2c2cnn(CC(=O)NCCCN3CCOCC3)c(=O)c21
Highest occupied orbital energy: -8.37 eV

Computed, not measured: an isolated ion of composition C3H8NS2 and charge +1, with ωB97M-V with the def2-TZVPD basis set.

Each line ends with the natural charge from an NBO analysis.
CARTESIAN COORDINATES (ANGSTROEM)
H 0.667 0.320 -1.315  0.437
C -0.882 0.324 -0.123  -0.248
H 0.336 -1.877 0.499  0.232
H 1.577 -0.627 0.659  0.246
H -0.248 -1.019 -1.674  0.456
S -2.351 0.696 -0.946  0.248
C 0.053 1.521 0.866  -0.567
H 0.744 1.964 0.107  0.218
H 0.462 0.824 1.612  0.223
C 0.969 -1.289 -0.061  -0.418
S -2.137 -0.613 0.704  0.199
N 0.116 -0.419 -0.890  -0.542
H 1.452 -1.967 -0.750  0.246
H -0.757 2.164 1.311  0.269

Computed properties:
Energy relative to the best compared isomer or geometry (same formula, charge and spin): 154.1 kJ/mol
Charge: +1
Spin multiplicity: 1
Lowest unoccupied orbital energy: -0.1687 Eh
SMILES: C[NH2+]C1(C)SS1
Highest occupied orbital energy: -13.12 eV

Computed, not measured: a 2-piece molecular cluster, C6H15P overall, with ωB97M-V with the def2-TZVPD basis set.

Each line ends with the natural charge from an NBO analysis.
CARTESIAN COORDINATES (ANGSTROEM)
H 2.015 1.982 0.811  0.218
C -2.052 -0.265 -0.272  0.068
H -0.971 0.412 -1.892  0.227
H -2.250 -1.219 -0.775  0.214
H -3.184 -1.260 1.273  0.224
C -2.758 -0.157 0.965  -0.707
C 3.257 -0.483 -0.250  -0.919
H -3.743 0.339 0.827  0.247
H 0.322 -2.120 -0.653  0.215
H 0.233 -1.491 1.188  0.235
H 3.372 -0.780 0.733  0.228
C 0.201 -1.335 0.086  -0.884
H -2.119 1.660 -1.256  0.230
H 3.456 -1.225 -0.989  0.217
H 3.820 0.446 -0.585  0.235
H -0.515 1.394 -0.450  0.279
H 1.476 0.335 -1.665  -0.118
H -2.341 0.425 1.841  0.248
P 1.433 -0.028 -0.247  1.262
H 0.474 1.282 1.447  0.221
C -1.464 0.845 -0.978  -0.754
C 1.338 1.244 0.841  -1.189

Computed properties:
Energy relative to the best compared isomer or geometry (same formula, charge and spin): 496.8 kJ/mol
Charge: 0
Spin multiplicity: 1
Lowest unoccupied orbital energy: -0.0077 Eh
Highest occupied orbital energy: -6.76 eV

Computed, not measured: C26H27CrF3N4O4SSi as an isolated structure, with ωB97M-V with the def2-TZVPD basis set.

Each line ends with the natural charge from an NBO analysis.
CARTESIAN COORDINATES (ANGSTROEM)
C 0.041 -3.337 -2.605  -0.224
H 1.164 3.697 0.820  0.215
C -2.760 -1.337 3.061  0.894
C 0.206 2.356 -2.811  -1.113
C 1.534 1.516 2.128  -0.091
C 3.844 1.380 -0.632  -0.241
H 2.094 4.077 -1.671  0.210
O -2.042 0.745 2.108  -0.643
C -1.146 -3.226 -3.294  -0.108
H 2.326 -2.317 2.143  0.201
H 0.804 2.836 -3.588  0.251
C 1.380 -2.100 1.645  -0.235
Si 1.276 1.167 -1.828  1.109
H 2.491 1.762 1.659  0.220
C -2.607 1.879 -0.501  0.106
H -4.373 3.056 -0.779  0.248
S -5.159 -1.980 -5.102  0.991
H -0.608 1.825 -3.307  0.232
H 0.526 -0.136 3.083  0.203
C 0.235 3.182 1.059  -0.238
H -0.241 3.142 -2.202  0.227
C -3.825 2.184 -1.105  -0.226
N -0.408 -1.321 -1.409  -0.485
C 0.379 -2.354 -1.678  0.086
C -1.560 -1.192 -2.097  0.125
C 1.988 -0.066 -3.054  -1.110
H -1.449 -3.964 -4.023  0.254
C -3.580 0.223 -2.438  -0.088
H -0.466 3.324 0.242  0.196
H 2.578 0.502 -3.776  0.253
C 2.888 3.485 -1.234  -0.226
H -2.226 2.474 0.316  0.228
C -2.368 -0.009 -1.796  0.252
H -0.192 3.561 1.990  0.208
F -3.543 -0.617 3.856  -0.299
F -1.868 -1.986 3.839  -0.326
N -1.879 0.831 -0.862  -0.519
N -5.129 -0.683 -4.143  -0.582
H -5.257 1.552 -2.577  0.254
O -1.338 -1.154 1.184  -0.823
H 1.329 -2.386 -1.164  0.210
H 1.225 -0.610 -3.609  0.228
C 4.980 2.020 -0.160  -0.202
O 1.374 -0.701 1.286  -0.580
H 0.718 -4.160 -2.777  0.247
O 0.483 1.783 1.197  -0.576
C -1.994 -0.472 2.033  0.656
Cr -0.136 0.152 0.032  1.351
H 5.803 1.444 0.240  0.220
C -1.963 -2.123 -3.050  -0.012
H 3.800 0.297 -0.581  0.204
C -4.008 -0.748 -3.434  0.100
C -4.314 1.356 -2.088  -0.085
H 4.093 5.213 -0.825  0.223
C 4.020 4.137 -0.760  -0.211
H 5.950 3.909 0.144  0.224
H 0.530 -2.317 2.288  0.217
H 1.300 -2.691 0.741  0.192
C 5.064 3.405 -0.217  -0.202
H 1.396 2.135 3.022  0.218
H 2.310 -0.238 3.082  0.219
C 1.433 0.070 2.503  -0.086
H 2.660 -0.788 -2.592  0.230
C 2.767 2.095 -1.167  -0.417
N -3.766 -2.663 -4.658  -0.599
F -3.512 -2.265 2.454  -0.311
C -3.228 -1.882 -3.728  0.152

Computed properties:
Energy relative to the best compared isomer or geometry (same formula, charge and spin): 0.0 kJ/mol
Charge: +1
<S²>: 3.91
Spin multiplicity: 4
Lowest unoccupied orbital energy (spin up / spin down): -0.1336 / -0.1377 Eh
Highest occupied orbital energy (spin up / spin down): -11.08 / -10.40 eV